This record from OMol25 describes a 9-piece molecular cluster, C34H49F21N2O16 overall at a distorted geometry. The level of theory is ωB97M-V with the def2-TZVPD basis set.

Values from the calculation:
Molecular weight (g/mol): 1140.72
HOMO-LUMO gap (eV): 9.627
Energy (eV): -128860.7148
LUMO (Eh): 0.0077
SMILES: CCOC(=O)C(F)(F)F.CCOC(=O)C(F)(F)F.CCOC(=O)C(F)(F)F.CCOC(=O)C(F)(F)F.CCOC(=O)C(F)(F)F.CCOC(=O)C(F)(F)F.CCOC(=O)C(F)(F)F.CN(C)C=O.CN(C)C=O

```
! wB97M-V def2-TZVPD RIJCOSX def2/J DEFGRID3
* xyz 0 1
C 3.414 0.034 3.439
O 2.484 0.204 2.662
N 4.074 1.011 4.149
C 5.256 0.743 4.785
C 3.799 2.367 3.729
H 3.839 -0.957 3.719
H 6.130 0.605 4.147
H 5.235 -0.270 5.227
H 5.488 1.372 5.641
H 4.702 2.889 3.428
H 3.207 2.423 2.852
H 3.461 2.965 4.574
C -2.356 1.229 -5.773
O -2.285 0.348 -4.916
N -3.412 1.486 -6.574
C -3.609 2.774 -7.250
C -4.590 0.688 -6.613
H -1.588 2.012 -6.094
H -4.343 3.327 -6.616
H -4.070 2.742 -8.184
H -2.685 3.363 -7.308
H -4.575 0.190 -7.586
H -4.587 -0.077 -5.865
H -5.451 1.391 -6.504
C -1.991 2.918 -2.612
C -3.271 2.139 -2.509
O -3.597 1.608 -1.207
C -4.316 2.416 -0.488
O -4.537 3.556 -0.763
C -4.887 1.599 0.742
F -5.476 2.518 1.525
F -5.738 0.691 0.401
F -3.908 1.038 1.447
H -1.931 3.137 -3.677
H -1.134 2.326 -2.320
H -1.949 3.803 -1.998
H -3.229 1.210 -3.210
H -4.148 2.751 -2.827
C -1.358 3.734 3.645
C -0.041 3.993 4.180
O 0.405 5.325 3.811
C 1.188 5.402 2.769
O 1.685 4.484 2.195
C 1.417 6.869 2.305
F 2.073 7.516 3.205
F 2.185 6.915 1.205
F 0.253 7.522 2.144
H -1.339 3.864 2.564
H -2.103 4.398 4.070
H -1.582 2.734 3.934
H 0.729 3.395 3.758
H -0.015 4.012 5.251
C 2.693 -3.142 -0.087
C 3.035 -2.890 1.306
O 2.733 -4.091 2.054
C 2.447 -4.076 3.341
O 2.497 -3.106 4.075
C 2.024 -5.510 3.865
F 0.971 -5.876 3.200
F 3.037 -6.364 3.658
F 1.651 -5.503 5.133
H 1.633 -3.292 -0.149
H 3.189 -4.033 -0.445
H 3.056 -2.332 -0.737
H 2.459 -2.080 1.774
H 4.081 -2.709 1.554
C -2.463 -4.223 0.299
C -2.264 -5.542 -0.313
O -0.901 -5.763 -0.637
C -0.693 -6.702 -1.571
O -1.515 -7.419 -2.030
C 0.841 -6.819 -1.782
F 1.093 -7.762 -2.709
F 1.270 -5.646 -2.192
F 1.457 -7.236 -0.702
H -3.574 -4.128 0.485
H -2.111 -3.427 -0.352
H -1.961 -3.923 1.248
H -2.845 -5.564 -1.271
H -2.537 -6.370 0.339
C 2.533 1.139 -1.603
C 3.858 1.647 -2.137
O 4.943 1.216 -1.238
C 5.307 1.921 -0.225
O 4.769 2.911 0.215
C 6.741 1.455 0.320
F 7.048 2.129 1.426
F 6.779 0.170 0.524
F 7.601 1.833 -0.672
H 2.477 0.059 -1.752
H 1.783 1.507 -2.305
H 2.295 1.433 -0.615
H 3.949 2.704 -2.240
H 4.035 1.201 -3.124
C -4.689 -1.257 -3.268
C -3.919 -2.058 -2.157
O -2.605 -1.664 -2.161
C -1.772 -2.166 -3.074
O -2.104 -2.951 -3.894
C -0.347 -1.804 -2.699
F 0.500 -1.914 -3.692
F -0.307 -0.587 -2.152
F 0.044 -2.696 -1.744
H -5.448 -1.885 -3.728
H -3.999 -0.952 -4.022
H -5.067 -0.321 -2.913
H -4.036 -3.092 -2.433
H -4.389 -1.865 -1.213
C -0.616 1.518 0.725
C -0.575 0.247 1.575
O -0.665 0.513 2.952
C -0.307 -0.525 3.706
O -0.093 -1.640 3.344
C -0.208 -0.092 5.151
F -0.014 -1.164 5.928
F 0.726 0.818 5.409
F -1.394 0.358 5.576
H -0.888 1.118 -0.253
H 0.295 2.024 0.618
H -1.421 2.214 1.050
H 0.387 -0.248 1.489
H -1.436 -0.457 1.346
*
```

Atomic partial charges in e from the Mulliken method, atoms 1 to 8:
1. C 0.00
2. O -0.26
3. N 0.42
4. C -1.08
5. C -1.19
6. H -0.04
7. H 0.35
8. H 0.35

This record from OMol25 describes one molecule with the formula C4H7NO2 at a distorted geometry. The level of theory is ωB97M-V with the def2-TZVPD basis set.

Values from the calculation:
Molecular weight (g/mol): 101.10
HOMO-LUMO gap (eV): 10.038
ΔE to the lowest compared entry with this formula, charge and spin (eV): 2.5299
Energy (eV): -9844.7497
LUMO (Eh): 0.0209
SMILES: N[C@H](C=O)CC=O

```
! wB97M-V def2-TZVPD RIJCOSX def2/J DEFGRID3
* xyz 0 1
O 2.547 0.430 -0.762
C 1.572 0.501 -0.105
C 0.191 -0.004 -0.591
C -0.870 -0.443 0.511
C -1.258 0.639 1.538
O -2.403 0.942 1.760
N 0.338 -0.898 -1.723
H 1.638 1.111 0.775
H -0.279 0.965 -0.976
H -1.859 -0.809 0.157
H -0.394 -1.189 1.154
H -0.379 1.278 1.926
H 1.250 -0.811 -1.995
H -0.092 -1.713 -1.668
*
```

Atomic partial charges in e from the Mulliken method, atoms 1 to 8:
1. O -0.45
2. C 0.02
3. C 0.22
4. C -0.60
5. C 0.13
6. O -0.45
7. N -0.48
8. H 0.28

This record from OMol25 describes a 6-piece molecular cluster, C35H82N2O7 overall. The level of theory is ωB97M-V with the def2-TZVPD basis set.

Values from the calculation:
Molecular weight (g/mol): 643.05
HOMO-LUMO gap (eV): 9.074
Energy (eV): -54935.1394
LUMO (Eh): 0.0198
SMILES: CCCCCCCCCCCN(NCCC)C(=O)O.CCOCC.CCOCC.CCOCC.CCOCC.CCOCC

```
! wB97M-V def2-TZVPD RIJCOSX def2/J DEFGRID3
* xyz 0 1
C 0.835 -4.523 3.046
C 0.391 -4.532 1.582
C -0.888 -3.733 1.360
C -1.431 -3.656 -0.092
C -0.530 -4.134 -1.247
C 0.317 -3.028 -1.909
C 1.771 -2.903 -1.466
C 2.470 -1.674 -2.055
C 3.820 -1.330 -1.395
C 4.042 0.165 -1.143
C 3.439 0.705 0.153
N 1.983 0.940 0.078
N 1.668 2.224 0.699
C 0.321 2.663 0.343
C 0.175 4.164 0.543
C -1.229 4.650 0.137
C 1.253 -0.054 0.831
O 1.591 -0.549 1.858
O 0.099 -0.369 0.248
H 0.025 -4.848 3.706
H 1.686 -5.193 3.201
H 1.138 -3.517 3.353
H 1.202 -4.118 0.979
H 0.252 -5.572 1.264
H -0.733 -2.726 1.763
H -1.658 -4.191 1.995
H -1.699 -2.615 -0.307
H -2.376 -4.210 -0.123
H 0.109 -4.961 -0.923
H -1.179 -4.546 -2.027
H -0.177 -2.065 -1.741
H 0.298 -3.181 -2.996
H 1.834 -2.849 -0.374
H 2.315 -3.804 -1.781
H 2.624 -1.837 -3.127
H 1.800 -0.809 -1.970
H 3.913 -1.875 -0.446
H 4.634 -1.694 -2.030
H 5.119 0.366 -1.096
H 3.649 0.747 -1.985
H 3.660 0.028 0.985
H 3.909 1.660 0.408
H 2.315 2.877 0.267
H 0.076 2.392 -0.699
H -0.404 2.153 0.989
H 0.338 4.372 1.604
H 0.936 4.693 -0.040
H -1.894 3.802 -0.059
H -1.693 5.244 0.927
H -1.192 5.255 -0.771
H 0.043 0.139 -0.577
C -4.068 -1.765 1.302
C -3.185 -0.534 1.435
O -3.210 0.329 0.305
C -4.490 0.837 -0.026
C -5.133 1.661 1.078
H -3.846 -2.294 0.376
H -3.879 -2.438 2.139
H -5.131 -1.519 1.308
H -2.141 -0.832 1.535
H -3.450 0.021 2.343
H -5.160 0.023 -0.327
H -4.335 1.463 -0.906
H -5.401 1.052 1.942
H -6.046 2.127 0.706
H -4.455 2.447 1.412
C -3.113 -1.123 -2.864
C -2.079 -0.929 -3.960
O -1.898 -2.059 -4.797
C -3.048 -2.488 -5.504
C -3.611 -1.449 -6.459
H -2.910 -2.036 -2.303
H -3.086 -0.284 -2.171
H -4.124 -1.193 -3.273
H -1.097 -0.758 -3.520
H -2.320 -0.041 -4.556
H -3.826 -2.824 -4.808
H -2.720 -3.365 -6.062
H -4.042 -0.596 -5.932
H -4.401 -1.894 -7.065
H -2.829 -1.080 -7.124
C 4.921 -6.480 -0.349
C 3.943 -6.252 0.791
O 2.990 -7.288 0.952
C 3.516 -8.564 1.266
C 4.279 -8.612 2.579
H 4.384 -6.697 -1.273
H 5.526 -5.585 -0.500
H 5.603 -7.308 -0.149
H 3.348 -5.359 0.593
H 4.482 -6.074 1.729
H 4.145 -8.936 0.448
H 2.645 -9.217 1.320
H 5.212 -8.049 2.535
H 4.529 -9.646 2.824
H 3.671 -8.202 3.387
C -1.631 5.666 5.534
C -1.867 4.260 6.062
O -2.270 3.332 5.070
C -1.344 3.122 4.019
C 0.000 2.568 4.461
H -2.499 6.012 4.973
H -1.462 6.349 6.368
H -0.758 5.720 4.882
H -2.684 4.267 6.783
H -0.976 3.898 6.589
H -1.203 4.045 3.443
H -1.833 2.407 3.356
H 0.571 3.291 5.046
H 0.597 2.305 3.586
H -0.140 1.672 5.066
C 0.229 9.780 -2.338
C 0.616 8.725 -1.315
O 0.170 7.419 -1.638
C 0.676 6.876 -2.845
C 2.187 6.722 -2.869
H -0.843 9.745 -2.533
H 0.480 10.771 -1.958
H 0.754 9.648 -3.285
H 0.146 8.947 -0.357
H 1.699 8.733 -1.151
H 0.339 7.464 -3.706
H 0.203 5.895 -2.926
H 2.699 7.685 -2.889
H 2.488 6.171 -3.760
H 2.528 6.173 -1.989
*
```

Atomic partial charges in e from the Mulliken method, atoms 1 to 8:
1. C -1.48
2. C 0.48
3. C -0.47
4. C 0.75
5. C -1.40
6. C 0.91
7. C -0.18
8. C -0.54